(1)
DFT (ωB97M-V/def2-TZVPD) results for C6H10AgClO6S as an isolated structure in a non-equilibrium geometry.

Atoms and positions in Å:
1 Ag 4.674 19.410 -11.524
2 Cl 5.952 19.172 -12.930
3 O 7.440 17.762 -16.353
4 C 6.251 17.942 -16.259
5 O 5.381 16.924 -16.624
6 C 4.038 17.112 -16.308
7 C 4.145 18.300 -15.368
8 C 5.408 19.051 -15.661
9 H 3.556 16.227 -15.894
10 H 3.430 17.313 -17.191
11 H 4.083 17.871 -14.368
12 H 3.262 18.938 -15.407
13 H 5.891 19.439 -14.764
14 H 5.177 19.898 -16.306
15 C 7.934 20.355 -11.681
16 C 7.837 21.135 -13.000
17 O 8.595 22.288 -12.841
18 S 9.079 22.588 -11.328
19 O 8.759 23.988 -10.971
20 O 10.400 22.027 -11.012
21 O 8.005 21.438 -10.770
22 H 8.864 19.794 -11.588
23 H 7.013 19.795 -11.513
24 H 6.819 21.349 -13.327
25 H 8.300 20.640 -13.854

As for the multiplicity: 2. The value obtained for the LUMO energy (spin up / spin down) is -6.2946 / -9.4675 eV. For the energy above the lowest of the compared OMol25 structures with the same formula, charge and spin, the calculation gives 192.9 kJ/mol. As for the total energy: -1690.8749 hartree. The net charge is +1. The calculation puts the orbital gap (spin up / spin down) at 7.716 / 4.422 eV.

(2)
DFT (ωB97M-V/def2-TZVPD) results for a 2-piece molecular cluster, CH7N4 overall in a non-equilibrium geometry.

Atoms and positions in Å:
1 C -0.917 -0.639 -0.474
2 N -1.944 -0.802 0.238
3 N -0.755 1.468 0.312
4 N -0.385 0.649 -0.544
5 N 1.934 -0.253 -0.011
6 H -0.404 -1.345 -1.124
7 H -2.393 -1.712 0.244
8 H -0.458 2.441 0.213
9 H -1.409 1.172 1.056
10 H 2.453 0.119 -0.797
11 H 2.254 0.162 0.857
12 H 2.023 -1.260 0.030

The value obtained for the LUMO energy (spin up / spin down) is -6.5255 / -6.5258 eV. For the energy above the lowest of the compared OMol25 structures with the same formula, charge and spin, the calculation gives 94.0 kJ/mol. As for the total energy: -260.9890 hartree. The net charge is +1. The calculation puts the orbital gap (spin up / spin down) at 8.156 / 8.155 eV.

(3)
DFT (ωB97M-V/def2-TZVPD) results for one molecule with the formula C5H8O3 in a non-equilibrium geometry.

Atoms and positions in Å:
1 C 0.653 1.020 -1.929
2 C 0.143 1.283 -0.725
3 C -0.921 0.427 -0.070
4 O -1.922 1.186 0.645
5 O -1.310 -0.796 -0.520
6 C -0.213 -0.604 0.810
7 C 0.943 -1.459 0.451
8 O -0.517 -0.531 2.146
9 H 0.402 0.093 -2.435
10 H 1.257 1.751 -2.458
11 H 0.366 2.217 -0.215
12 H -2.729 0.654 0.559
13 H 1.878 -1.091 0.881
14 H 1.045 -1.579 -0.628
15 H 0.739 -2.469 0.825
16 H 0.185 -0.101 2.664

The value obtained for the LUMO energy is 0.5207 eV. For the energy above the lowest of the compared OMol25 structures with the same formula, charge and spin, the calculation gives 351.7 kJ/mol. As for the total energy: -420.9221 hartree. The calculation puts the orbital gap at 9.386 eV.

(4)
DFT (ωB97M-V/def2-TZVPD) results for a 2-piece molecular cluster, C4H11NO overall in a non-equilibrium geometry.

Atoms and positions in Å:
1 C 1.222 1.446 -0.060
2 C 1.833 -0.039 0.203
3 N 1.378 -0.731 1.367
4 O 2.595 -0.580 -0.605
5 H 0.154 1.309 -0.290
6 H 1.617 1.427 -1.046
7 H 1.565 2.379 0.469
8 H 1.749 -1.642 1.453
9 H 1.326 -0.089 2.087
10 C -1.614 -0.456 0.340
11 C -1.741 -0.506 -1.194
12 H -1.143 -1.163 0.907
13 H -0.996 0.420 0.579
14 H -2.606 -0.203 0.850
15 H -2.860 -0.639 -1.717
16 H -1.208 -1.316 -1.679
17 H -1.270 0.383 -1.664

The value obtained for the LUMO energy is 0.8812 eV. For the energy above the lowest of the compared OMol25 structures with the same formula, charge and spin, the calculation gives 181.6 kJ/mol. As for the total energy: -288.9479 hartree. The calculation puts the orbital gap at 10.885 eV.

(5)
DFT (ωB97M-V/def2-TZVPD) results for C51H54As3BrFeN7O12 as an isolated structure in a non-equilibrium geometry.

Atoms and positions in Å:
1 Fe 0.711 -0.790 -1.148
2 Br 1.178 -4.092 0.680
3 C 2.567 -3.503 -0.472
4 C 3.844 -4.006 -0.293
5 C 4.797 -3.685 -1.250
6 C 4.419 -2.889 -2.319
7 C 3.122 -2.408 -2.379
8 N 2.190 -2.712 -1.460
9 C 2.712 -1.414 -3.459
10 O 3.183 -1.509 -4.586
11 O 1.919 -0.531 -3.026
12 H 4.075 -4.624 0.560
13 H 5.803 -4.070 -1.175
14 H 5.106 -2.614 -3.103
15 C 1.702 -4.403 5.794
16 O 0.863 -3.278 5.606
17 C 1.070 -2.582 4.462
18 O 1.873 -2.929 3.629
19 C 0.200 -1.415 4.317
20 C -0.178 -0.701 5.378
21 As -1.267 0.923 5.396
22 C 0.059 2.013 6.377
23 C -0.937 1.556 3.604
24 C -0.280 0.841 2.544
25 As -0.299 -1.115 2.432
26 C -2.230 -1.429 2.899
27 C 0.489 1.504 1.639
28 O 1.032 0.973 0.502
29 O 0.843 2.799 1.889
30 C 1.038 3.687 0.812
31 C -1.518 2.806 3.391
32 O -1.698 3.428 2.341
33 O -2.085 3.316 4.596
34 C -2.574 4.632 4.526
35 C 0.228 -1.033 6.752
36 O 1.289 -0.741 7.243
37 O -0.711 -1.596 7.561
38 C -1.906 -2.100 7.007
39 H 1.375 -4.871 6.719
40 H 2.743 -4.089 5.875
41 H 1.602 -5.092 4.952
42 H 0.181 1.657 7.400
43 H -0.286 3.044 6.399
44 H 1.021 1.967 5.869
45 H -2.609 -0.622 3.531
46 H -2.323 -2.374 3.438
47 H -2.833 -1.496 1.994
48 H 0.080 4.134 0.521
49 H 1.488 3.184 -0.049
50 H 1.707 4.464 1.184
51 H -3.615 4.653 4.865
52 H -2.503 4.969 3.485
53 H -1.969 5.290 5.159
54 H -2.482 -2.469 7.854
55 H -1.704 -2.918 6.311
56 H -2.486 -1.323 6.492
57 N -5.456 1.235 0.514
58 C -4.132 0.931 0.606
59 N -3.448 1.395 1.659
60 N -3.639 0.117 -0.286
61 C -2.443 -0.350 -0.246
62 N -1.406 -0.874 -0.241
63 H -5.791 2.048 1.000
64 H -5.895 1.001 -0.358
65 H -3.777 2.176 2.204
66 H -2.443 1.258 1.696
67 N 1.846 -0.240 0.732
68 C 3.131 -0.061 0.328
69 C 4.103 -0.956 0.823
70 C 5.424 -0.834 0.458
71 C 5.840 0.179 -0.397
72 C 4.896 1.066 -0.895
73 C 3.569 0.951 -0.550
74 H 3.788 -1.716 1.524
75 H 6.151 -1.528 0.863
76 H 6.886 0.289 -0.645
77 H 5.199 1.872 -1.551
78 H 2.847 1.643 -0.966
79 C 3.623 4.268 -4.660
80 C 2.823 4.718 -3.623
81 C 1.839 3.898 -3.101
82 C 1.607 2.624 -3.616
83 C 2.439 2.174 -4.636
84 C 3.434 2.988 -5.152
85 As 0.205 1.495 -2.794
86 C -0.755 0.933 -4.409
87 C -0.172 0.058 -5.316
88 C -0.865 -0.373 -6.432
89 C -2.165 0.045 -6.655
90 C -2.774 0.881 -5.737
91 C -2.076 1.313 -4.624
92 C -1.008 3.014 -2.389
93 C -1.255 4.080 -3.250
94 C -2.122 5.096 -2.891
95 C -2.763 5.058 -1.661
96 C -2.534 4.001 -0.796
97 C -1.660 2.991 -1.163
98 H 4.395 4.905 -5.068
99 H 2.965 5.711 -3.217
100 H 1.234 4.260 -2.276
101 H 2.332 1.169 -5.014
102 H 4.071 2.615 -5.941
103 H 0.823 -0.319 -5.133
104 H -0.390 -1.050 -7.128
105 H -2.705 -0.291 -7.531
106 H -3.799 1.198 -5.882
107 H -2.577 1.954 -3.909
108 H -0.754 4.109 -4.213
109 H -2.295 5.925 -3.566
110 H -3.438 5.856 -1.379
111 H -2.999 3.978 0.178
112 H -1.451 2.170 -0.486
113 O -1.890 -3.081 -4.147
114 C -1.295 -2.799 -2.994
115 O -0.849 -1.709 -2.739
116 C -1.241 -3.988 -2.039
117 N -1.721 -5.190 -2.744
118 C -2.800 -5.788 -1.951
119 C -2.633 -5.228 -0.538
120 C -2.176 -3.803 -0.829
121 H -0.209 -4.092 -1.701
122 H -0.964 -5.850 -2.869
123 H -2.114 -4.047 -4.102
124 H -2.755 -6.877 -1.981
125 H -3.761 -5.467 -2.372
126 H -1.851 -5.772 -0.005
127 H -3.551 -5.270 0.044
128 H -1.666 -3.333 0.010
129 H -3.025 -3.181 -1.115

As for the multiplicity: 5. The value obtained for the LUMO energy (spin up / spin down) is 1.9558 / 1.9554 eV. As for the total energy: -13807.0715 hartree. The net charge is -1. The calculation puts the orbital gap (spin up / spin down) at 5.513 / 5.510 eV.

(6)
DFT (ωB97M-V/def2-TZVPD) results for C12H18B3F8N6O4TcTe as an isolated structure.

Atoms and positions in Å:
1 Tc -0.131 -0.270 -0.464
2 C -2.924 2.857 -1.711
3 C -1.912 1.976 -1.077
4 N -1.963 0.687 -1.062
5 O -3.010 0.132 -1.659
6 B -3.029 -1.369 -1.859
7 F -4.241 -1.671 -2.357
8 F -1.933 -1.757 -2.622
9 O -2.897 -2.036 -0.519
10 N -1.628 -1.944 -0.044
11 C -1.548 -2.387 1.276
12 C -2.583 -3.320 1.795
13 C -0.634 -1.680 2.088
14 N -0.103 -0.596 1.528
15 O 0.747 0.070 2.317
16 B 0.779 1.601 2.190
17 F 1.765 2.001 3.020
18 F -0.497 2.053 2.444
19 O 1.169 2.002 0.788
20 N 0.164 1.668 -0.050
21 C -0.736 2.534 -0.371
22 C -0.641 3.972 -0.035
23 C -0.340 -2.016 3.508
24 H -3.714 2.267 -2.163
25 H -2.439 3.457 -2.484
26 H -3.352 3.536 -0.974
27 H -3.013 -3.904 0.985
28 H -3.393 -2.747 2.256
29 H -2.165 -3.981 2.550
30 H 0.142 4.150 0.694
31 H -1.597 4.333 0.340
32 H -0.415 4.524 -0.952
33 H -0.703 -3.008 3.756
34 H -0.818 -1.285 4.164
35 H 0.730 -1.958 3.704
36 C 5.160 -1.439 0.935
37 N 4.013 -0.919 0.198
38 C 4.059 -0.119 -0.921
39 C 2.777 0.117 -1.284
40 N 1.947 -0.538 -0.392
41 C 2.734 -1.145 0.486
42 H 6.035 -0.855 0.662
43 H 5.329 -2.483 0.683
44 H 4.984 -1.329 2.002
45 H 4.990 0.211 -1.345
46 H 2.390 0.705 -2.095
47 H 2.412 -1.722 1.333
48 Te -0.210 -3.359 -0.796
49 F 0.163 -0.186 -2.362
50 B 0.021 1.239 -3.987
51 F 0.557 0.443 -4.883
52 F 0.791 2.109 -3.330
53 F -1.291 1.383 -3.900

As for the multiplicity: 4. The value obtained for the LUMO energy (spin up / spin down) is -5.0795 / -6.0640 eV. For the energy above the lowest of the compared OMol25 structures with the same formula, charge and spin, the calculation gives 74.9 kJ/mol. As for the total energy: -2320.0349 hartree. The net charge is +1. The calculation puts the orbital gap (spin up / spin down) at 6.934 / 6.089 eV.